{"formula": "C4H6IO4", "method": "ωB97M-V/def2-TZVPD", "species": ["H", "H", "C", "H", "C", "H", "C", "H", "H", "O", "O", "I", "O", "C", "O"], "positions_angstrom": [[-1.3513, -2.1826, 1.2723], [1.2380, -0.5242, -1.2353], [-0.1134, -0.7268, 0.9969], [1.0078, 1.2916, -2.7788], [0.2103, 0.0982, -1.2279], [-0.5824, -0.4041, -1.6392], [0.4283, 1.4283, -1.8836], [1.1093, 2.1269, -1.3907], [-0.4392, 2.1295, -1.9263], [0.0334, 0.2663, 0.1752], [-1.7135, -0.9606, 2.6023], [2.2575, -1.4134, 1.3857], [-0.4522, 0.9015, 2.7275], [-0.8601, -0.1742, 2.3418], [-0.7725, -1.8561, 0.5799]], "forces_ev_per_a": [[-0.1, 0.6, 1.1], [-2.2, 1.0, -0.6], [-1.6, -1.6, 1.3], [-0.6, -0.1, -1.1], [4.7, -0.2, 1.9], [-1.8, -1.6, -1.0], [0.2, 1.8, 0.6], [0.3, -0.7, 0.9], [0.1, -1.1, -0.7], [-0.6, 1.1, -1.2], [-3.5, -2.2, 2.1], [-0.3, -0.1, 0.0], [-0.2, 0.8, 0.8], [3.7, 1.2, -1.8], [1.9, 0.9, -2.4]], "nbo_charge": [0.521, 0.199, 0.574, 0.212, -0.084, 0.182, -0.647, 0.226, 0.209, -0.500, -0.739, -0.445, -0.703, 0.743, -0.748], "smiles": "CCO[C@@](O)(I)C(=O)[O-]", "homo_energy_ev": -4.55, "e_tot_ha": -754.7189, "charge": -1}